No. 1
The ion C5H8N with charge +1. Source: OMol25; level of theory: ωB97M-V/def2-TZVPD.

Each line ends with the Mulliken charge.
Cartesian coordinates (Å):
C  2.657  -0.532  -0.301  -0.203
C  2.398  0.760  -0.123  -0.081
C  -0.052  0.295  -0.020  0.774
C  -1.260  1.169  -0.229  -1.249
C  -0.403  -0.932  0.680  -1.004
N  1.081  0.683  -0.181  -0.159
H  2.494  -1.446  -0.813  0.411
H  2.985  1.582  0.225  0.386
H  -1.166  1.684  -1.089  0.431
H  -1.073  1.801  0.650  0.388
H  -2.169  0.622  -0.039  0.341
H  -0.686  -0.462  1.703  0.297
H  0.551  -1.570  0.932  0.349
H  -1.167  -1.668  0.292  0.321

Atomic forces in eV per Å
-0.6 2.4 0.6
2.0 -2.3 0.0
-4.6 -1.7 0.2
1.2 -1.2 3.3
1.7 -2.7 2.8
2.6 1.6 -1.5
-0.1 -0.5 -0.4
0.1 0.5 0.0
-0.2 1.9 -2.8
-0.7 0.6 -0.3
-0.2 -0.1 -0.4
-0.2 -1.2 -1.4
-1.7 1.1 -0.5
0.6 1.4 0.3

Its spin multiplicity is 1. Its total charge is +1. Its max |F| is 0.095 hartree/bohr. The calculation puts the HOMO energy (alpha / beta) at -14.502 / -14.502 eV.

No. 2
A structure of composition C52H75HfN7O12. Source: OMol25; level of theory: ωB97M-V/def2-TZVPD.

Each line ends with the Mulliken charge.
Cartesian coordinates (Å):
Hf  -0.143  -0.085  0.909  2.580
C  0.123  -1.885  -3.969  -1.550
C  -0.556  -0.457  -3.977  2.063
C  -1.378  -0.195  -5.204  -1.555
C  -2.750  -0.863  -5.369  -0.898
C  -3.578  -0.492  -4.113  -1.402
C  -2.778  -0.737  -2.771  1.840
N  -1.415  -0.085  -2.821  -0.291
O  -0.745  -0.032  -1.590  1.452
C  -2.815  -2.288  -2.575  -1.282
C  -3.726  -0.013  -1.750  -0.483
C  0.540  0.564  -4.096  -1.164
H  0.933  -1.860  -4.698  0.457
H  -0.556  -2.700  -4.221  0.320
H  0.480  -2.167  -2.978  0.026
H  -0.792  -0.196  -6.123  0.617
H  -1.605  0.871  -5.211  -0.109
H  -2.570  -1.920  -5.566  0.410
H  -3.319  -0.441  -6.198  0.553
H  -4.451  -1.145  -4.142  0.386
H  -3.749  0.582  -4.186  0.361
H  -2.208  -2.597  -1.724  -0.491
H  -2.475  -2.864  -3.435  0.323
H  -3.834  -2.545  -2.287  0.634
H  -4.787  -0.261  -1.781  0.521
H  -3.665  1.073  -1.674  -0.624
H  -3.375  -0.150  -0.727  -0.557
H  1.344  0.388  -3.381  -0.218
H  0.017  1.520  -4.054  -0.035
H  1.122  0.409  -5.004  0.660
C  3.871  -1.048  3.004  -2.045
C  4.589  -0.709  1.694  1.560
C  5.614  -1.855  1.528  -1.008
C  6.181  -1.925  0.157  -0.849
C  5.096  -2.033  -0.913  -1.258
C  3.976  -0.876  -0.814  1.844
N  3.510  -0.772  0.592  0.193
O  2.337  0.108  0.788  0.891
C  2.836  -1.464  -1.717  -0.914
C  4.553  0.370  -1.380  -1.625
C  5.295  0.622  1.955  -1.577
H  3.078  -1.780  2.851  0.046
H  3.640  -0.182  3.624  0.285
H  4.574  -1.619  3.611  0.609
H  5.199  -2.858  1.631  0.394
H  6.493  -1.852  2.173  0.428
H  6.717  -2.875  0.144  0.447
H  6.823  -1.065  -0.031  0.368
H  4.604  -3.000  -1.012  0.490
H  5.668  -1.911  -1.833  0.332
H  2.092  -0.698  -1.937  -0.750
H  2.352  -2.330  -1.268  -0.494
H  3.305  -1.673  -2.679  0.699
H  4.543  0.261  -2.464  0.486
H  5.519  0.767  -1.067  0.287
H  3.886  1.221  -1.244  -0.059
H  4.650  1.448  2.256  0.078
H  5.714  0.777  0.961  0.349
H  6.046  0.502  2.736  0.421
C  -1.626  -2.313  4.702  -1.458
C  -0.749  -1.122  4.290  0.786
C  0.353  -0.778  5.329  -1.318
O  -0.293  -1.206  2.963  -0.223
H  -2.117  -2.128  5.657  0.489
H  -0.958  -3.144  4.928  0.404
H  -2.275  -2.559  3.862  0.053
H  -1.398  -0.251  4.383  -0.167
H  0.218  -1.091  6.365  0.427
H  0.615  0.276  5.416  0.215
H  1.350  -1.217  5.278  0.196
C  -2.650  3.434  2.593  -1.279
C  -2.978  1.959  2.175  0.404
C  -4.228  1.870  1.334  -1.113
O  -1.906  1.395  1.454  -0.252
H  -1.615  3.686  2.824  -0.117
H  -3.068  3.580  3.589  0.477
H  -3.330  4.104  2.065  0.409
H  -3.124  1.402  3.100  0.253
H  -5.030  2.189  2.001  0.506
H  -4.385  0.814  1.113  0.013
H  -4.111  2.501  0.452  0.048
N  -2.720  3.091  -3.280  1.463
C  -3.876  3.713  -2.849  -0.470
C  -4.364  4.601  -3.718  -0.688
C  -3.638  4.361  -4.925  -0.884
C  -2.581  3.589  -4.546  -0.716
H  -2.214  2.370  -2.785  -0.393
H  -4.225  3.276  -1.925  0.158
H  -5.152  5.303  -3.491  0.443
H  -3.918  4.748  -5.894  0.456
H  -1.708  3.196  -5.046  0.502
C  1.975  -6.705  2.837  -0.798
C  1.698  -5.430  3.266  -0.911
C  1.363  -4.380  2.410  0.238
C  1.193  -4.662  1.011  0.102
C  1.399  -5.953  0.540  -0.847
C  1.821  -6.927  1.486  -0.429
N  0.705  -3.565  0.086  0.314
O  0.618  -3.711  -1.077  -0.644
O  0.561  -2.443  0.478  0.214
H  2.393  -7.527  3.399  0.415
H  2.007  -5.080  4.240  0.383
H  1.127  -3.450  2.906  0.461
H  1.395  -6.284  -0.488  0.478
H  2.096  -7.892  1.087  0.399
C  -3.738  -6.398  1.825  -0.336
C  -3.164  -5.981  0.661  -1.050
C  -3.034  -4.611  0.456  0.026
C  -3.457  -3.702  1.417  0.032
C  -4.155  -4.182  2.529  -0.449
C  -4.362  -5.531  2.720  -0.816
N  -3.124  -2.251  1.347  1.127
O  -2.204  -1.851  0.596  -0.247
O  -3.755  -1.423  1.966  -0.544
H  -3.640  -7.447  2.063  0.379
H  -2.794  -6.740  -0.013  0.465
H  -2.455  -4.278  -0.392  0.561
H  -4.673  -3.539  3.225  0.464
H  -4.689  -6.009  3.632  0.338
C  -0.706  6.880  -1.122  -0.945
C  -1.231  5.877  -0.357  -0.744
C  -0.735  4.617  -0.355  0.954
C  0.394  4.173  -1.088  0.263
C  0.920  5.151  -2.012  -0.759
C  0.321  6.451  -2.004  -0.724
N  0.932  2.832  -1.015  0.405
O  1.836  2.671  -1.748  -0.690
O  0.501  2.037  -0.200  0.908
H  -0.883  7.945  -1.149  0.489
H  -2.112  6.091  0.230  0.487
H  -1.121  3.850  0.300  -0.436
H  1.816  4.918  -2.569  0.505
H  0.851  7.137  -2.648  0.389
C  2.597  6.111  1.044  -0.588
C  1.552  6.326  1.899  -0.420
C  0.999  5.273  2.610  -0.704
C  1.580  3.954  2.490  -0.286
C  2.576  3.757  1.516  0.054
C  3.065  4.836  0.818  -0.678
N  0.903  2.780  3.155  1.075
O  0.455  2.998  4.313  -0.506
O  0.983  1.607  2.610  -0.509
H  3.073  6.841  0.405  0.384
H  1.106  7.300  2.041  0.424
H  0.084  5.393  3.170  0.429
H  2.851  2.757  1.213  0.647
H  3.944  4.760  0.195  0.454

Atomic forces in eV per Å
-0.9 0.7 1.1
-0.9 0.5 0.3
0.3 -1.3 0.6
-1.5 1.0 -1.6
0.7 0.4 0.8
2.3 -0.9 -0.5
-1.3 0.2 -0.8
-1.5 0.0 -0.1
0.8 -0.5 2.4
0.3 0.7 1.0
1.5 0.0 1.5
1.0 -0.3 0.4
0.1 -0.2 0.1
-0.1 0.1 -0.4
0.3 0.4 0.0
0.4 -0.9 0.0
-0.1 0.4 0.5
-0.5 -0.3 0.3
0.4 -0.1 -0.4
-0.4 0.6 0.5
-0.6 -0.1 0.0
0.3 0.2 0.0
-0.3 0.2 -0.1
-0.2 -0.2 -0.3
0.1 -0.4 -0.4
0.1 0.2 -1.2
0.0 -0.8 0.2
-0.5 0.6 0.7
0.8 0.4 0.1
-0.5 0.3 -0.6
0.4 -0.8 0.6
-2.2 -0.4 1.5
-0.2 -0.1 -1.0
-0.5 -0.6 -0.7
-0.1 1.5 0.3
0.2 -2.3 0.7
0.0 -1.0 0.6
-0.3 -0.6 -0.2
0.6 1.7 0.4
-0.7 1.8 -1.3
0.1 -0.4 -1.4
-0.5 0.6 -0.1
-0.7 0.0 -0.3
0.3 0.1 0.3
-0.8 0.2 0.6
-0.4 0.7 0.7
0.7 0.2 -0.4
0.2 -0.1 -0.3
0.0 -0.1 0.6
-0.5 0.2 -0.5
-0.2 -0.1 0.3
0.4 0.2 -0.2
-0.1 -0.5 -0.1
0.5 0.0 -0.2
0.2 -0.7 0.2
-0.4 0.0 0.3
-0.3 -0.2 -0.3
0.7 1.0 0.4
0.2 -0.1 -0.2
1.4 -0.1 -0.1
-0.1 1.4 0.5
1.2 -0.2 0.7
0.5 0.9 -2.8
-0.4 0.3 -0.3
0.0 -0.5 -0.3
-0.2 -0.1 0.4
-0.3 0.3 -0.2
-1.3 0.0 0.2
-0.5 0.2 -0.4
0.1 -0.6 -1.3
-1.6 -0.8 1.2
1.8 0.2 -0.1
0.2 -0.1 1.0
3.0 -2.1 -1.1
0.0 0.0 -1.1
-0.3 -0.3 0.5
1.0 0.5 -0.8
-0.1 -0.3 0.1
-0.5 0.3 -0.4
-0.1 0.2 -0.4
-0.3 -0.1 -0.1
-2.0 2.1 -0.8
1.0 -2.0 3.4
-0.9 -0.2 -0.9
0.3 1.2 0.5
1.8 -2.1 -1.1
0.2 -0.2 -0.4
-0.4 0.9 0.4
-0.2 -0.3 -0.4
0.6 0.2 0.0
-0.2 0.3 -0.7
0.0 -0.1 -1.3
1.1 1.5 0.4
-0.9 -1.1 -1.3
-0.7 0.5 1.5
0.8 -0.4 1.1
-0.3 0.1 -1.4
1.3 0.1 0.5
-0.4 -3.1 -3.0
-0.4 2.6 3.5
-0.2 0.3 0.6
-0.5 -0.4 0.5
0.1 0.5 -0.6
-0.3 0.5 -0.2
-0.1 -0.1 -0.1
-0.4 -0.8 0.6
-0.1 0.7 0.0
1.1 0.4 -0.5
-0.2 -0.5 0.3
-1.3 0.7 0.4
1.8 -0.8 -0.5
0.5 2.1 -0.9
-0.1 -1.7 0.4
-0.4 -1.4 0.5
-0.4 -0.2 0.1
0.2 0.3 -0.3
-0.1 0.3 -0.2
0.5 0.5 0.0
-0.6 0.6 0.1
2.5 -0.9 -2.2
-1.6 1.3 0.6
1.8 -3.3 0.2
-1.9 3.9 -1.0
-1.4 -0.3 1.9
1.3 -1.1 0.3
-0.9 1.3 0.8
2.1 -1.5 -1.4
-0.6 -0.2 0.6
-0.8 -0.1 0.3
0.0 -0.1 0.4
-0.6 0.0 0.2
-0.2 0.2 -0.3
-0.3 0.4 -0.1
0.6 -0.2 -0.9
-0.8 0.1 0.7
0.6 -2.3 0.2
-1.2 1.2 -1.4
-1.0 -0.9 0.6
0.8 0.2 0.6
0.4 -1.6 1.4
0.9 -0.9 -3.5
-0.6 3.8 1.6
-0.3 0.7 0.4
0.0 0.1 -0.2
0.1 0.1 0.3
0.3 -0.4 0.4
-0.2 -0.5 -0.4

Its spin multiplicity is 1. Its max |F| is 0.086 hartree/bohr. The calculation puts the HOMO energy at -6.399 eV.

No. 3
A cluster of 4 separate species, C21H21BO15P in total. Source: OMol25; level of theory: ωB97M-V/def2-TZVPD.

Each line ends with the Mulliken charge.
Cartesian coordinates (Å):
C  3.831  -4.972  -0.867  -0.650
C  3.002  -4.052  -0.332  -0.201
C  2.064  -3.210  -1.127  -0.557
B  0.490  -3.596  -0.850  0.434
P  -0.053  -5.311  -1.576  0.802
O  -0.235  -5.369  -3.037  -0.759
O  0.969  -6.522  -1.121  -0.575
O  -1.465  -5.751  -0.830  -0.544
H  4.035  -5.873  -0.301  0.221
H  4.279  -4.839  -1.839  0.260
H  3.013  -3.919  0.747  0.316
H  2.348  -3.248  -2.178  0.369
H  2.191  -2.171  -0.795  0.123
H  -0.188  -2.804  -1.491  -0.291
H  0.193  -3.525  0.317  -0.396
H  1.252  -6.308  -0.227  0.315
H  -1.211  -6.025  0.054  0.274
C  -1.996  -1.852  2.336  -0.941
C  -2.788  -1.011  3.010  0.336
C  -2.933  -1.090  4.504  1.016
O  -3.662  -0.278  5.050  -0.663
C  -2.205  -2.125  5.223  -1.036
C  -1.412  -2.968  4.548  0.204
C  -1.253  -2.871  3.057  0.929
O  -0.515  -3.639  2.484  -0.575
O  -0.713  -3.938  5.121  -0.621
O  -3.506  -0.044  2.434  -0.529
H  -1.864  -1.819  1.268  0.738
H  -2.332  -2.178  6.295  0.421
H  -0.233  -4.380  4.393  0.366
H  -3.977  0.400  3.163  0.332
C  -2.216  1.917  -0.255  -1.037
C  -1.973  0.818  -0.989  0.211
C  -1.640  0.906  -2.454  0.959
O  -1.421  -0.121  -3.056  -0.566
C  -1.606  2.226  -3.071  -1.008
C  -1.848  3.318  -2.336  0.480
C  -2.161  3.227  -0.864  1.022
O  -2.353  4.265  -0.249  -0.692
O  -1.823  4.543  -2.863  -0.633
O  -2.009  -0.397  -0.479  -0.423
H  -2.456  1.861  0.797  0.516
H  -1.380  2.279  -4.127  0.441
H  -2.020  5.164  -2.138  0.388
H  -1.785  -1.025  -1.202  0.183
C  0.904  5.039  -0.703  -0.910
C  1.098  6.079  -1.518  0.386
C  2.472  6.554  -1.894  0.901
O  2.559  7.500  -2.656  -0.640
C  3.615  5.864  -1.323  -1.049
C  3.423  4.822  -0.500  0.387
C  2.043  4.333  -0.143  0.942
O  1.955  3.373  0.596  -0.633
O  4.415  4.147  0.058  -0.570
O  0.086  6.762  -2.044  -0.537
H  -0.087  4.707  -0.435  0.627
H  4.601  6.220  -1.585  0.414
H  3.998  3.446  0.596  0.371
H  0.484  7.462  -2.595  0.352

Atomic forces in eV per Å
-0.3 0.5 0.9
0.4 -0.3 -0.9
0.9 0.7 0.5
0.1 0.1 -0.1
0.1 0.8 -0.5
-0.2 -0.3 -0.3
-0.5 0.0 0.2
0.4 -0.1 -0.2
1.0 0.2 0.2
-0.7 -0.5 -0.6
-0.8 -0.6 0.2
-0.1 -0.1 -0.2
-0.2 0.2 -0.1
-0.2 -0.1 0.0
0.2 -0.1 0.0
0.4 0.0 0.1
-0.2 0.0 0.3
-0.1 0.1 0.1
0.1 -0.1 -0.2
0.2 -0.2 0.2
-0.1 0.1 -0.1
-0.1 0.1 0.0
-0.1 0.1 0.3
-0.3 0.4 -0.6
0.2 -0.6 0.8
0.1 -0.1 -0.1
0.0 0.1 0.1
0.0 0.0 0.0
0.0 0.0 0.0
0.0 0.0 0.0
0.0 0.0 0.0
0.0 0.3 0.0
-0.1 0.0 0.4
0.0 0.2 -0.3
-0.1 -0.1 0.1
0.0 -0.1 0.0
0.1 -0.1 -0.3
-0.1 -0.4 0.2
0.0 0.3 -0.2
-0.1 0.1 0.3
0.0 -0.1 -0.5
0.0 -0.1 0.0
0.0 0.0 0.0
0.0 0.0 0.0
0.2 -0.1 0.1
0.0 -0.2 0.2
-0.2 -0.2 0.1
0.4 -0.1 0.1
-0.2 0.1 0.0
0.0 0.1 -0.1
0.2 0.2 -0.1
-0.4 0.1 -0.2
0.2 -0.1 0.1
-0.1 -0.1 0.1
0.1 0.2 -0.1
0.0 0.0 0.1
0.0 0.0 0.0
0.0 -0.1 0.0
0.0 0.0 0.0

Its spin multiplicity is 1. Its total charge is -1. Its max |F| is 0.024 hartree/bohr. The calculation puts the HOMO energy at -4.962 eV.

Which formula does entry 3 have?
C21H21BO15P

Which formula does entry 2 have?
C52H75HfN7O12

Which of these has the highest max |F|?
C5H8N